Entry 1:
{
  "formula": "H2O2PS",
  "method": "wB97M-V/def2-TZVPD",
  "elements": ["O", "O", "P", "S", "H", "H"],
  "positions_angstrom": [[-0.470, 0.080, -1.355], [1.112, 0.346, 1.215], [-0.676, -1.121, -0.585], [1.196, 1.625, 0.067], [-1.947, -0.647, 0.068], [0.785, -0.283, 0.590]],
  "homo_ev": [-2.723, -2.309],
  "gap_ha": [0.232, 0.205],
  "multiplicity": 1,
  "total_charge": -1
}



Entry 2:
{
  "formula": "C6H10O",
  "method": "wB97M-V/def2-TZVPD",
  "elements": ["O", "C", "C", "C", "C", "C", "C", "H", "H", "H", "H", "H", "H", "H", "H", "H", "H"],
  "positions_angstrom": [[0.832, 1.155, 1.394], [-0.234, 1.431, 0.509], [-0.110, 1.120, -0.963], [0.488, -0.255, -1.290], [-0.153, -1.375, -0.467], [0.010, -1.057, 1.023], [-0.367, 0.340, 1.470], [1.073, -0.905, 1.191], [-0.699, 2.384, 0.749], [0.470, 1.911, -1.450], [-1.135, 1.178, -1.354], [1.565, -0.241, -1.084], [0.375, -0.450, -2.363], [-1.198, -1.526, -0.775], [0.365, -2.323, -0.667], [-0.343, -1.852, 1.687], [-0.940, 0.465, 2.390]],
  "homo_ev": -10.002,
  "gap_ha": 0.409,
  "multiplicity": 1,
  "total_charge": 0
}



Entry 3:
{
  "formula": "C2H5OS",
  "method": "wB97M-V/def2-TZVPD",
  "elements": ["S", "H", "C", "C", "O", "H", "H", "H", "H"],
  "positions_angstrom": [[-1.001, -1.791, 1.279], [-1.500, -1.682, 2.540], [-0.127, 0.489, -1.351], [0.798, 0.924, -0.429], [1.100, 0.083, 0.625], [-0.610, 1.313, -2.014], [-0.504, -0.498, -1.119], [1.524, 1.698, -0.523], [0.320, -0.536, 0.992]],
  "homo_ev": -3.294,
  "gap_ha": 0.281,
  "multiplicity": 1,
  "total_charge": -1
}



Entry 4:
{
  "formula": "C17H27N3O4",
  "method": "wB97M-V/def2-TZVPD",
  "elements": ["C", "H", "H", "C", "H", "H", "C", "C", "H", "H", "H", "H", "C", "N", "C", "O", "N", "H", "H", "H", "C", "O", "N", "H", "C", "H", "H", "C", "C", "C", "C", "C", "C", "C", "H", "O", "C", "H", "H", "H", "O", "C", "H", "H", "H", "H", "H", "H", "H", "H", "H"],
  "positions_angstrom": [[4.114, 0.303, 0.823], [5.059, -0.034, 1.244], [4.199, 1.364, 0.607], [3.802, -0.497, -0.437], [4.692, -0.523, -1.070], [3.578, -1.526, -0.146], [2.646, 0.036, -1.298], [3.001, 1.348, -1.993], [3.225, 2.124, -1.267], [2.163, 1.689, -2.596], [3.866, 1.211, -2.638], [2.468, -0.716, -2.077], [1.309, 0.203, -0.535], [1.247, 1.413, 0.249], [0.290, 2.348, -0.019], [-0.335, 2.385, -1.060], [0.156, 3.307, 0.949], [0.494, 3.148, 1.881], [-0.607, 3.952, 0.839], [1.558, 1.303, 1.203], [1.014, -0.975, 0.392], [1.010, -0.842, 1.604], [0.780, -2.146, -0.227], [0.697, -2.150, -1.232], [0.218, -3.280, 0.474], [0.260, -3.031, 1.535], [0.837, -4.165, 0.298], [-1.230, -3.554, 0.026], [-1.994, -2.277, -0.212], [-2.650, -2.051, -1.410], [-3.294, -0.849, -1.630], [-3.284, 0.173, -0.689], [-2.620, -0.050, 0.534], [-2.010, -1.277, 0.753], [-1.526, -1.467, 1.696], [-2.613, 0.957, 1.465], [-1.890, 0.763, 2.657], [-1.928, 1.719, 3.179], [-0.848, 0.489, 2.464], [-2.354, -0.004, 3.285], [-3.988, 1.286, -1.033], [-3.556, 2.557, -0.582], [-3.765, 2.701, 0.480], [-4.129, 3.275, -1.169], [-2.490, 2.692, -0.778], [-3.816, -0.664, -2.555], [-2.660, -2.811, -2.178], [-1.222, -4.135, -0.898], [-1.721, -4.156, 0.794], [0.502, 0.282, -1.276], [3.345, 0.151, 1.574]],
  "homo_ev": -7.884,
  "gap_ha": 0.315,
  "multiplicity": 1,
  "total_charge": 0
}



Entry 5:
{
  "formula": "BrNa",
  "method": "wB97M-V/def2-TZVPD",
  "elements": ["Na", "Br"],
  "positions_angstrom": [[0.540, -0.605, 3.025], [1.164, -2.922, 1.340]],
  "homo_ev": -8.068,
  "gap_ha": 0.243,
  "multiplicity": 1,
  "total_charge": 0
}



Entry 6:
{
  "formula": "C12H26O10Zn",
  "method": "wB97M-V/def2-TZVPD",
  "elements": ["Zn", "O", "H", "O", "H", "C", "O", "C", "O", "O", "C", "H", "H", "H", "H", "H", "H", "C", "O", "C", "O", "O", "C", "H", "H", "H", "H", "H", "H", "C", "C", "O", "C", "H", "H", "H", "H", "H", "H", "C", "C", "O", "C", "H", "H", "H", "H", "H", "H"],
  "positions_angstrom": [[0.253, 0.353, -0.226], [-0.520, -0.780, 1.094], [-1.388, -1.159, 1.210], [0.958, 1.474, -1.565], [1.129, 2.109, -2.251], [2.167, -2.825, 1.501], [2.460, -2.940, 0.111], [2.470, -1.799, -0.554], [2.108, -0.752, -0.086], [2.919, -1.999, -1.779], [2.836, -0.886, -2.666], [2.215, -3.828, 1.921], [1.177, -2.401, 1.668], [2.930, -2.231, 2.011], [3.610, -1.021, -3.420], [2.974, 0.056, -2.138], [1.861, -0.845, -3.146], [-2.567, 1.490, 2.499], [-3.260, 2.154, 1.439], [-2.683, 2.163, 0.242], [-1.631, 1.691, -0.059], [-3.475, 2.828, -0.600], [-3.076, 2.815, -1.966], [-1.564, 1.216, 2.186], [-3.121, 0.597, 2.773], [-2.543, 2.182, 3.340], [-2.230, 2.149, -2.124], [-2.788, 3.820, -2.270], [-3.927, 2.485, -2.561], [-0.330, -3.361, -2.376], [-1.042, -2.048, -2.301], [-0.538, -1.069, -1.819], [-2.438, -2.008, -2.874], [-0.846, -4.039, -1.684], [0.713, -3.301, -2.080], [-0.415, -3.817, -3.364], [-2.391, -1.545, -3.863], [-3.142, -1.467, -2.249], [-2.816, -3.022, -3.033], [0.931, 3.024, 3.392], [1.352, 1.860, 2.530], [1.009, 1.781, 1.378], [2.338, 0.882, 3.129], [0.035, 3.494, 2.996], [1.770, 3.726, 3.373], [0.759, 2.738, 4.429], [3.271, 1.434, 3.284], [2.505, 0.065, 2.437], [1.982, 0.560, 4.108]],
  "homo_ev": -7.926,
  "gap_ha": 0.315,
  "multiplicity": 1,
  "total_charge": 0
}



Entry 7:
{
  "formula": "C41H53BiNO6SSb2Se3",
  "method": "wB97M-V/def2-TZVPD",
  "elements": ["Bi", "C", "C", "C", "Sb", "C", "C", "C", "C", "C", "C", "C", "C", "C", "C", "C", "C", "Sb", "C", "C", "C", "C", "C", "C", "C", "C", "C", "C", "C", "C", "H", "H", "H", "H", "H", "H", "H", "H", "H", "H", "H", "H", "H", "H", "H", "H", "H", "H", "H", "H", "H", "H", "H", "H", "H", "H", "O", "C", "C", "C", "O", "C", "Se", "C", "Se", "H", "H", "H", "H", "H", "H", "H", "H", "H", "H", "C", "C", "C", "O", "C", "O", "O", "H", "H", "H", "H", "H", "H", "H", "C", "C", "S", "O", "C", "C", "H", "H", "H", "H", "H", "H", "H", "H", "H", "H", "Se", "C", "N"],
  "positions_angstrom": [[1.403, -0.941, 0.272], [-3.102, -1.718, -2.125], [-4.049, -1.230, -1.048], [-3.980, 0.260, -0.776], [-2.156, 0.755, 0.352], [-2.597, 2.884, 0.305], [-3.872, 3.422, 0.402], [-4.070, 4.791, 0.310], [-2.993, 5.636, 0.098], [-1.719, 5.107, -0.023], [-1.528, 3.740, 0.076], [-3.333, 0.119, 2.073], [-3.285, -1.238, 2.363], [-4.097, -1.788, 3.337], [-4.954, -0.974, 4.059], [-4.977, 0.387, 3.810], [-4.175, 0.929, 2.818], [-0.923, -1.436, -1.825], [-0.616, -2.732, -3.546], [-0.639, -2.249, -4.842], [-0.408, -3.099, -5.910], [-0.149, -4.439, -5.687], [-0.112, -4.927, -4.393], [-0.342, -4.074, -3.329], [-0.695, 0.444, -2.878], [0.571, 0.990, -3.032], [0.763, 2.164, -3.740], [-0.319, 2.833, -4.284], [-1.591, 2.317, -4.113], [-1.770, 1.127, -3.427], [-3.353, -1.278, -3.091], [-3.208, -2.801, -2.237], [-3.858, -1.771, -0.117], [-5.071, -1.489, -1.359], [-4.833, 0.546, -0.161], [-4.036, 0.826, -1.703], [-4.724, 2.769, 0.546], [-5.070, 5.200, 0.398], [-3.150, 6.704, 0.025], [-0.874, 5.762, -0.196], [-0.534, 3.328, -0.008], [-2.584, -1.873, 1.835], [-4.065, -2.850, 3.531], [-5.592, -1.401, 4.821], [-5.629, 1.032, 4.387], [-4.203, 1.996, 2.636], [-0.820, -1.194, -5.016], [-0.407, -2.710, -6.919], [0.041, -5.100, -6.522], [0.115, -5.968, -4.215], [-0.282, -4.446, -2.314], [1.426, 0.477, -2.623], [1.764, 2.550, -3.879], [-0.173, 3.746, -4.846], [-2.448, 2.833, -4.528], [-2.770, 0.729, -3.340], [3.059, -2.026, 4.390], [3.575, -2.558, 3.194], [2.773, -3.802, 2.789], [3.085, -4.943, 3.795], [4.368, -5.503, 3.668], [1.264, -3.569, 2.830], [0.611, -1.690, 2.616], [3.210, -4.256, 1.408], [2.588, -3.206, -0.209], [3.252, -1.084, 4.415], [4.627, -2.850, 3.333], [3.530, -1.826, 2.376], [2.320, -5.726, 3.684], [3.031, -4.536, 4.806], [4.447, -5.864, 2.777], [0.867, -3.848, 3.806], [0.778, -4.169, 2.060], [2.839, -5.262, 1.203], [4.297, -4.232, 1.327], [-0.938, 3.012, 3.527], [0.013, 1.846, 3.251], [0.928, 1.605, 4.454], [-0.731, 0.683, 2.933], [0.871, 2.216, 2.003], [1.613, 3.185, 2.149], [0.725, 1.523, 0.960], [-1.488, 2.840, 4.455], [-1.646, 3.101, 2.705], [-0.372, 3.937, 3.607], [0.370, 1.695, 5.387], [1.735, 2.336, 4.447], [1.342, 0.600, 4.394], [-1.147, 0.365, 3.744], [4.644, 0.261, -2.670], [4.640, 1.523, -1.835], [3.120, 1.562, -0.783], [3.471, 0.605, 0.319], [3.379, 3.271, -0.171], [2.733, 4.210, -1.171], [5.604, 0.113, -3.165], [3.874, 0.302, -3.436], [4.445, -0.604, -2.040], [4.625, 2.419, -2.453], [5.492, 1.553, -1.156], [4.440, 3.466, -0.039], [2.860, 3.315, 0.793], [3.284, 4.250, -2.111], [2.679, 5.217, -0.766], [1.720, 3.876, -1.382], [3.121, -2.303, -4.871], [2.336, -1.983, -3.375], [1.786, -1.722, -2.374]],
  "homo_ev": -4.916,
  "gap_ha": 0.258,
  "multiplicity": 1,
  "total_charge": -1
}



Entry 8:
{
  "formula": "C9H11NO3",
  "method": "wB97M-V/def2-TZVPD",
  "elements": ["C", "C", "C", "C", "C", "C", "C", "C", "C", "H", "H", "H", "H", "H", "H", "H", "H", "H", "H", "H", "N", "O", "O", "O"],
  "positions_angstrom": [[4.137, -1.537, 1.088], [3.771, -0.529, -0.013], [1.107, 1.816, -0.571], [-0.288, 1.122, -0.484], [-1.253, 1.722, 0.500], [-2.454, 1.148, 0.876], [-2.741, -0.140, 0.276], [-1.809, -0.774, -0.470], [-0.522, -0.117, -0.989], [4.031, -1.123, 2.135], [5.135, -1.974, 0.845], [3.307, -2.384, 1.043], [4.377, 0.443, -0.147], [3.543, -1.052, -1.015], [1.078, 2.697, -1.135], [-0.972, 2.660, 1.050], [-3.018, 1.540, 1.773], [-3.764, -1.647, 0.626], [-1.241, -2.482, -1.155], [0.046, -0.776, -1.694], [2.290, 1.300, -0.533], [2.399, 0.093, 0.151], [-3.865, -0.703, 0.754], [-2.065, -2.048, -0.887]],
  "homo_ev": -8.191,
  "gap_ha": 0.321,
  "multiplicity": 1,
  "total_charge": 0
}